Computed, not measured: a 14-piece molecular cluster, C32H98N22O14 overall, with ωB97M-V with the def2-TZVPD basis set.

Positions of all 166 atoms, in Å:
C  -5.6548  -4.4757  -3.2503
O  -6.5528  -4.4380  -4.0636
N  -4.5623  -5.1359  -3.4416
N  -5.6489  -3.9276  -2.0861
H  -4.4670  -5.6454  -4.3084
H  -3.8536  -5.3051  -2.7422
H  -4.8540  -4.0110  -1.4687
H  -6.3671  -3.2369  -1.9210
C  1.1276  -0.8755  -0.2917
O  1.9385  -1.5457  0.3067
N  1.2952  0.2708  -0.9646
N  -0.1716  -1.1300  -0.2025
H  2.2361  0.6294  -0.8864
H  0.4948  0.8808  -1.0503
H  -0.8242  -0.5279  -0.6839
H  -0.5095  -1.9696  0.2459
C  5.4539  -2.5679  -4.8505
O  5.5323  -1.3361  -5.0551
N  5.4089  -3.0977  -3.6978
N  5.5111  -3.4594  -5.7857
H  5.3808  -4.1010  -3.5849
H  5.3052  -2.4761  -2.9085
H  5.2038  -4.4199  -5.7296
H  5.7136  -3.1567  -6.7277
C  6.8805  2.4464  -1.3396
O  5.6462  2.7326  -1.3418
N  7.5747  1.9250  -2.2696
N  7.6050  2.7185  -0.2752
H  8.5273  1.7501  -1.9832
H  7.0887  1.2995  -2.8962
H  7.2271  2.7815  0.6593
H  8.6071  2.6009  -0.3204
C  -0.7735  1.7125  5.5976
O  0.2754  1.3016  6.0852
N  -1.3439  2.9000  5.8552
N  -1.4962  0.9921  4.7895
H  -2.3459  2.9694  5.7488
H  -0.8245  3.4741  6.5038
H  -1.1120  0.1403  4.4064
H  -2.4242  1.2659  4.4997
C  -3.4906  -4.9619  2.9101
O  -2.9073  -4.5069  2.0073
N  -4.5947  -5.6044  2.6272
N  -3.2271  -4.7931  4.1224
H  -5.1737  -5.9055  3.3980
H  -4.8424  -5.3171  1.6911
H  -2.4810  -4.1249  4.2528
H  -4.0042  -4.9464  4.7491
C  -3.2558  4.1745  -0.7814
O  -2.4281  3.3246  -1.1330
N  -3.9943  4.7494  -1.6355
N  -3.2264  4.6653  0.4669
H  -3.8282  4.3682  -2.5560
H  -4.7063  5.4394  -1.4431
H  -2.4230  4.3287  0.9783
H  -3.8886  5.2874  0.9079
C  2.2847  4.5762  -5.2168
O  1.5195  5.1627  -5.9176
N  2.6473  5.0242  -4.0571
N  2.8938  3.4820  -5.4809
H  2.4193  5.9749  -3.8035
H  2.9284  4.3820  -3.3300
H  2.6650  2.9692  -6.3205
H  3.3489  3.0078  -4.7140
C  1.6304  6.8262  0.8109
C  0.8248  8.1380  0.7507
C  1.3304  9.4309  1.4008
O  2.1683  8.9787  2.4606
C  3.1030  9.9524  2.8199
N  0.5890  8.4747  -0.6392
H  1.0191  6.0574  0.3383
H  1.7341  6.4994  1.8455
H  2.6392  6.9344  0.4124
H  -0.0790  7.8187  1.2695
H  0.5324  10.0839  1.7541
H  1.8826  10.0756  0.7170
H  3.6750  9.6899  3.7098
H  2.4914  10.7727  3.1956
H  3.8049  10.3037  2.0636
H  0.0654  9.3353  -0.7122
H  0.0060  7.7142  -0.9583
C  3.3296  -4.0672  6.3096
C  1.8070  -4.3883  6.1422
C  1.0019  -4.6824  7.4330
O  1.5427  -5.9178  7.8957
C  1.1050  -6.2771  9.2230
N  1.1911  -3.2974  5.4345
H  3.7334  -4.9430  6.8177
H  3.5344  -3.1993  6.9363
H  3.7690  -3.8337  5.3399
H  1.6043  -5.2953  5.5726
H  -0.0774  -4.6812  7.2806
H  1.1118  -3.7506  7.9878
H  1.2347  -7.3438  9.4056
H  0.0289  -6.1354  9.3238
H  1.4251  -5.6395  10.0471
H  1.4195  -2.4965  6.0059
H  1.6207  -3.1331  4.5353
C  -0.6867  -10.4374  -4.3332
C  0.0934  -10.8703  -3.0520
C  0.0709  -9.6819  -2.0788
O  0.9691  -8.6791  -2.5690
C  0.6065  -7.2816  -2.2314
N  -0.4035  -12.1205  -2.5151
H  -0.2134  -9.5742  -4.8012
H  -1.7317  -10.1555  -4.2040
H  -0.6557  -11.2557  -5.0526
H  1.0947  -11.0789  -3.4288
H  0.5535  -10.0093  -1.1579
H  -0.9753  -9.4143  -1.9302
H  0.1072  -7.2232  -1.2642
H  -0.0398  -6.8315  -2.9849
H  1.5244  -6.7672  -1.9468
H  0.0988  -12.3051  -1.6586
H  -1.3969  -12.1760  -2.3416
C  -2.7161  0.7683  -6.3795
C  -2.7903  2.2258  -6.9034
C  -2.6963  2.1871  -8.4288
O  -3.9489  1.6588  -9.0259
C  -3.7855  1.4329  -10.4423
N  -4.0082  2.8724  -6.5141
H  -2.9152  0.7345  -5.3083
H  -1.6816  0.4854  -6.5744
H  -3.3902  0.1043  -6.9206
H  -1.9804  2.8394  -6.5089
H  -1.8415  1.5944  -8.7543
H  -2.5200  3.2001  -8.7903
H  -4.7973  1.2771  -10.8166
H  -3.1642  0.5618  -10.6503
H  -3.2508  2.2733  -10.8850
H  -4.0899  3.7540  -7.0002
H  -4.7791  2.3410  -6.8927
C  -6.8119  -1.0161  2.8990
C  -6.3972  -0.0866  1.7297
C  -7.5981  0.3022  0.6969
O  -7.8835  -0.7440  -0.2616
C  -8.6291  -0.2719  -1.3716
N  -6.0750  1.2109  2.3963
H  -7.0551  -1.9686  2.4281
H  -7.6957  -0.6716  3.4361
H  -6.0108  -1.1438  3.6271
H  -5.6072  -0.5848  1.1677
H  -7.2919  1.2216  0.1978
H  -8.4610  0.5269  1.3238
H  -8.3202  0.6577  -1.8496
H  -9.7037  -0.2356  -1.1928
H  -8.4541  -0.9814  -2.1804
H  -5.5539  1.6724  1.6645
H  -6.8216  1.8544  2.6170
C  6.7023  5.7042  3.8492
C  6.5521  4.8703  5.1039
C  5.4938  3.7345  5.0110
O  5.9330  2.8993  3.8875
C  4.9066  2.0765  3.3212
N  7.8884  4.5118  5.5344
H  6.9876  5.1162  2.9768
H  7.5525  6.3763  3.9652
H  5.6958  6.0934  3.6959
H  6.1871  5.5302  5.8909
H  4.5313  4.1984  4.7953
H  5.4031  3.0839  5.8808
H  4.0337  2.6083  2.9427
H  4.5549  1.3745  4.0773
H  5.3532  1.5081  2.5055
H  8.3096  3.9990  4.7729
H  8.3434  5.4120  5.5859

Energy relative to the best compared isomer or geometry (same formula, charge and spin) ... 832.69 kJ/mol
HOMO-LUMO gap ... 9.01 eV

Atom charges from the Mulliken analysis, given in e for atoms 1 to 99: C 0.68; O -0.67; N -0.37; N -0.28; H 0.21; H 0.14; H 0.15; H 0.14; C 0.66; O -0.66; N -0.38; N -0.35; H 0.24; H 0.18; H 0.14; H 0.18; C 0.66; O -0.70; N -0.36; N -0.40; H 0.17; H 0.23; H 0.17; H 0.22; C 0.65; O -0.67; N -0.37; N -0.37; H 0.18; H 0.25; H 0.20; H 0.14; C 0.64; O -0.66; N -0.43; N -0.32; H 0.20; H 0.23; H 0.20; H 0.13; C 0.66; O -0.65; N -0.45; N -0.39; H 0.16; H 0.22; H 0.24; H 0.19; C 0.77; O -0.72; N -0.39; N -0.45; H 0.24; H 0.16; H 0.22; H 0.16; C 0.66; O -0.66; N -0.37; N -0.34; H 0.18; H 0.16; H 0.21; H 0.16; C -1.47; C 0.86; C -0.89; O -0.26; C -0.86; N -0.77; H 0.39; H 0.34; H 0.32; H 0.06; H 0.38; H 0.47; H 0.27; H 0.34; H 0.33; H 0.24; H 0.25; C -1.34; C 0.26; C -0.72; O -0.29; C -0.80; N -0.59; H 0.35; H 0.34; H 0.40; H 0.28; H 0.41; H 0.31; H 0.27; H 0.31; H 0.32; H 0.26; H 0.26; C -1.38